[1]
# C18H33B4CaF16N6

A molecular structure, C18H33B4CaF16N6 (wB97M-V/def2-TZVPD, the Open Molecules 2025 dataset).

```
78
Properties=species:S:1:pos:R:3:lowdin_charge:R:1
Ca -0.859 -10.132 2.019 1.70
F -1.331 -10.505 -0.246 0.03
F -3.385 -11.426 -0.514 0.17
F -1.486 -11.209 5.935 0.18
F -2.954 -9.817 1.080 -0.01
F -3.050 -9.261 -1.199 0.16
F 3.315 -11.459 0.580 0.12
F 1.436 -12.141 -0.514 0.15
F 1.251 -10.972 1.471 0.01
F 1.973 -9.889 -0.431 0.10
F -1.225 -7.852 2.529 0.09
F 0.004 -8.366 0.737 0.07
F -0.698 -9.149 5.201 0.09
F 0.926 -8.406 2.837 0.13
F -2.271 -10.217 3.964 0.05
F 0.471 -6.389 1.793 0.13
F -0.165 -11.047 4.048 0.02
N -0.837 -4.548 4.010 -0.06
N 6.251 -8.517 1.194 -0.08
N 4.584 -7.200 1.577 -0.04
N 0.333 -9.447 -3.539 -0.05
N 0.646 -3.827 5.389 -0.05
N 0.029 -7.349 -3.156 -0.03
C -0.268 -5.651 4.595 0.01
C 0.758 -5.629 -1.562 -0.06
C -1.964 -4.602 3.087 0.04
C 1.428 -2.900 6.191 -0.16
C -0.076 -7.531 -4.511 -0.01
C 5.101 -9.258 1.036 0.03
C 0.638 -5.198 5.483 0.01
C 0.195 -8.827 -4.768 0.00
C 2.921 -2.987 5.861 -0.06
C 0.632 -10.852 -3.301 0.04
C 7.616 -8.948 0.902 0.03
C -0.378 -6.140 -2.419 -0.14
C 3.249 -5.889 3.181 -0.06
C 5.902 -7.284 1.529 -0.03
C 0.273 -8.530 -2.601 -0.01
C 4.057 -8.437 1.273 0.04
C -0.282 -3.460 4.514 -0.01
C 3.807 -5.980 1.770 -0.15
B -1.181 -10.441 4.849 -1.22
B -2.719 -10.243 -0.298 -1.23
B 1.997 -11.128 0.240 -1.23
B 0.055 -7.713 1.986 -1.35
H 6.585 -6.483 1.757 0.17
H 8.278 -8.715 1.731 0.10
H 1.195 -5.761 6.211 0.15
H -0.593 -6.641 4.327 0.13
H -0.296 -11.426 -3.271 0.12
H 3.548 -2.460 6.575 0.08
H -2.402 -3.612 2.962 0.10
H 2.593 -6.745 3.345 0.07
H -0.690 -5.398 -3.148 0.13
H 5.147 -10.267 0.670 0.13
H 7.617 -10.026 0.766 0.10
H 0.286 -8.776 -1.552 0.15
H 3.084 -2.498 4.896 0.08
H 0.487 -4.631 -1.211 0.09
H -0.585 -2.456 4.277 0.17
H 4.473 -5.138 1.571 0.13
H 1.225 -11.255 -4.119 0.11
H -1.605 -4.913 2.108 0.10
H 1.267 -3.011 7.262 0.13
H 2.609 -5.013 3.287 0.07
H 7.927 -8.488 -0.032 0.10
H 0.120 -9.392 -5.679 0.14
H 2.994 -8.613 1.198 0.13
H 3.257 -4.019 5.778 0.06
H -0.239 -6.743 -5.225 0.14
H 3.009 -5.948 1.032 0.12
H -1.241 -6.432 -1.822 0.14
H 1.100 -1.891 5.942 0.13
H -2.748 -5.248 3.466 0.12
H 1.659 -5.467 -2.154 0.09
H 0.917 -6.308 -0.728 0.05
H 1.129 -11.006 -2.355 0.07
H 4.039 -5.872 3.930 0.08
```

Results
**Net charge**: +1
**ΔE to the lowest compared entry with this formula, charge and spin**: 0.000 eV
**Largest force on an atom**: 1.424 eV/A
**LUMO**: -0.08719 Ha

[2]
# C2H6FN

A molecular structure, C2H6FN (wB97M-V/def2-TZVPD, the Open Molecules 2025 dataset).

```
10
Properties=species:S:1:pos:R:3:lowdin_charge:R:1
F -2.324 -0.465 1.032 0.00
N -1.059 -0.406 1.037 -0.07
C 1.218 0.429 0.349 -0.08
C -0.409 0.494 0.380 -0.21
H -0.584 -0.511 -1.655 0.01
H 1.653 1.214 0.971 0.04
H 1.805 -0.024 -0.580 0.11
H 1.190 -0.355 1.213 0.08
H -0.938 0.723 -0.517 0.04
H -0.551 -1.099 -2.232 0.08
```

Results
**ΔE to the lowest compared entry with this formula, charge and spin**: 5.061 eV
**Largest force on an atom**: 7.784 eV/A
**LUMO**: 0.02905 Ha

[3]
# C11H15OP

2 unconnected molecules or ions with the total composition C11H15OP (wB97M-V/def2-TZVPD, the Open Molecules 2025 dataset).

```
28
Properties=species:S:1:pos:R:3:lowdin_charge:R:1
P -0.273 1.550 -0.677 0.57
O -0.878 1.457 -1.959 -0.32
C 1.585 0.019 0.920 -0.13
C 0.966 0.156 -0.346 -0.26
C 2.143 -1.781 -1.265 -0.05
C 2.808 -1.820 -0.025 -0.07
C -1.061 -1.596 0.699 0.07
C -2.197 -1.590 0.360 -0.20
C 1.219 -0.775 -1.340 -0.12
C 0.724 3.026 -0.385 -0.17
C -1.382 1.481 0.749 -0.17
C 2.451 -0.989 1.035 -0.12
C -3.612 -1.483 -0.095 -0.09
H 2.207 -2.271 -2.198 0.10
H -3.802 -2.327 -0.728 0.06
H -1.104 2.214 1.604 0.09
H -3.643 -0.516 -0.666 0.10
H -0.003 -1.657 0.905 0.04
H -2.252 1.838 0.304 0.02
H -4.192 -1.658 0.856 0.10
H -1.576 0.557 1.261 0.01
H 1.535 3.283 -1.059 0.06
H 1.226 2.692 0.525 0.03
H 0.778 -0.762 -2.304 0.10
H 3.600 -2.477 0.264 0.09
H 3.088 -1.118 1.966 0.13
H 0.148 3.909 -0.094 0.06
H 1.498 0.635 1.693 0.07
```

Results
**ΔE to the lowest compared entry with this formula, charge and spin**: 1.151 eV
**SMILES**: CP(C)(=O)c1ccccc1.C#CC
**Largest force on an atom**: 5.057 eV/A
**LUMO**: 0.02984 Ha